1.
One molecule with the formula C5H3N3 in a non-equilibrium geometry. Source: the OMol25 dataset; level of theory: ωB97M-V with the def2-TZVPD basis set.

Properties
**LUMO energy**: -1.69 eV
**Structure (SMILES)**: C1=NN=C2N=CC=C12

Last column: natural (NBO) charge in e.
Atoms and positions in Å:
C -2.0094 -0.0157 -0.0376  0.084
C 0.0086 -0.6583 0.2112  0.316
C 1.5857 0.9227 -0.0922  0.097
C 0.0111 0.8058 0.2454  -0.127
C -1.2279 1.1444 -0.0543  -0.204
H -3.0578 0.1051 -0.1162  0.196
H 2.0256 1.9271 0.1176  0.219
H -1.4563 2.1323 -0.2206  0.224
N -1.3440 -1.1043 -0.0842  -0.361
N 1.0531 -1.1902 0.0029  -0.199
N 2.0451 -0.1851 -0.1210  -0.246



2.
One molecule with the formula C5H3N3 in a non-equilibrium geometry. Source: the OMol25 dataset; level of theory: ωB97M-V with the def2-TZVPD basis set.

Properties
**LUMO energy**: -1.45 eV
**Structure (SMILES)**: [H]/N=C1/C=C(C#N)C=N1

Last column: natural (NBO) charge in e.
Atoms and positions in Å:
C 0.4312 0.5059 1.1889  0.364
C 0.2546 0.9425 -0.2558  -0.109
C -0.1096 -0.1299 -0.9755  -0.227
C -0.4729 -1.0729 0.1769  0.140
C -0.3150 -0.5344 -2.2987  0.252
H 0.8542 1.0681 2.9133  0.360
H 0.6205 1.7886 -0.7073  0.228
H -1.1826 -1.9212 -0.1293  0.198
N 0.9484 1.2544 1.9905  -0.551
N -0.2847 -0.8022 1.4212  -0.411
N -0.7440 -1.0990 -3.3242  -0.244



3.
One molecule with the formula C5H3NO in a non-equilibrium geometry. Source: the OMol25 dataset; level of theory: ωB97M-V with the def2-TZVPD basis set.

Properties
**LUMO energy**: 0.46 eV
**Structure (SMILES)**: N#Cc1ccco1

Last column: natural (NBO) charge in e.
Atoms and positions in Å:
O 0.7904 -0.9132 0.3855  -0.368
C 0.4422 -0.0987 -0.6414  0.137
C -0.6478 0.6685 -0.2957  -0.224
C -0.9682 0.1674 0.9814  -0.335
C -0.0663 -0.6839 1.4076  0.118
C 1.2096 -0.1502 -1.8273  0.236
N 1.8139 -0.1572 -2.8192  -0.273
H -1.1591 1.3602 -0.9460  0.244
H -1.4843 1.0634 1.4670  0.245
H 0.0695 -1.2563 2.2880  0.219



4.
C5H3NO as an isolated structure in a non-equilibrium geometry. Source: the OMol25 dataset; level of theory: ωB97M-V with the def2-TZVPD basis set.

Properties
**LUMO energy**: -1.30 eV

Last column: natural (NBO) charge in e.
Atoms and positions in Å:
O 1.0884 1.7475 1.0239  -0.547
C 0.8365 0.5732 0.5999  0.439
C -0.5666 0.4034 0.4362  -0.637
C -1.1501 -0.4680 -0.5380  -0.047
C -1.6407 -1.1805 -1.3781  -0.199
C 1.9029 -0.3623 0.3350  0.190
N 2.7352 -1.1366 0.1183  -0.192
H -0.1619 1.8175 0.7261  0.459
H -1.0656 0.4317 1.4106  0.293
H -2.0685 -1.8191 -2.1199  0.240



5.
C5H3NO as an isolated structure in a non-equilibrium geometry. Source: the OMol25 dataset; level of theory: ωB97M-V with the def2-TZVPD basis set.

Properties
**LUMO energy**: -0.76 eV

Last column: natural (NBO) charge in e.
Atoms and positions in Å:
N 3.2019 0.0156 -0.4706  -0.296
C 2.1903 0.4814 -0.1507  0.239
C 0.3113 -0.1985 0.2961  0.341
C 0.9728 0.9161 0.4679  -0.377
O -1.8454 1.0320 -0.0360  -0.533
C -1.8198 -0.1479 -0.3115  0.405
C -0.5996 -0.9944 -0.1867  -0.459
H 0.8899 1.6582 1.2575  0.281
H -2.7399 -0.6959 -0.5479  0.135
H -0.5617 -2.0665 -0.3181  0.262



6.
One molecule with the formula C5H3NO2 in a non-equilibrium geometry. Source: the OMol25 dataset; level of theory: ωB97M-V with the def2-TZVPD basis set.

Properties
**LUMO energy**: -0.15 eV
**Structure (SMILES)**: N#C[C@H]1C=CC(=O)O1

Last column: natural (NBO) charge in e.
Atoms and positions in Å:
C 1.2655 0.7384 -0.4692  0.741
C -0.3492 -0.0392 0.9438  -0.075
C -0.2170 -1.0062 -0.2826  -0.126
C 0.8034 -0.5809 -0.9712  -0.311
C -1.5022 0.7062 0.7959  0.239
H -0.2766 -0.4415 1.9820  0.255
H -1.1413 -1.7581 -0.3120  0.266
H 1.1867 -1.0231 -1.9365  0.258
N -2.6198 0.9978 0.4667  -0.252
O 2.1045 1.5243 -0.9935  -0.541
O 0.7458 0.8822 0.7764  -0.455



7.
One molecule with the formula C5H3NO2 in a non-equilibrium geometry. Source: the OMol25 dataset; level of theory: ωB97M-V with the def2-TZVPD basis set.

Properties
**LUMO energy**: -2.67 eV
**Structure (SMILES)**: O=CC1=CN=CC1=O

Last column: natural (NBO) charge in e.
Atoms and positions in Å:
C -1.7952 0.7582 0.2070  0.371
C -0.4048 0.0724 -0.0651  -0.316
C -0.1731 -1.2949 0.0010  0.143
C 1.7626 -0.5206 0.0922  0.130
C 0.9528 0.7100 -0.1090  0.450
H -1.7306 1.9659 0.5015  0.189
H -0.9163 -1.9163 -0.2885  0.217
H 2.7446 -0.4176 0.1152  0.186
N 1.0977 -1.6902 0.0555  -0.401
O -2.8086 -0.0671 -0.1114  -0.541
O 1.5792 1.7982 -0.0728  -0.428



8.
One molecule with the formula C5H3NO2 in a non-equilibrium geometry. Source: the OMol25 dataset; level of theory: ωB97M-V with the def2-TZVPD basis set.

Properties
**LUMO energy**: -1.12 eV
**Structure (SMILES)**: C=C1C=NC(=O)C1=O

Last column: natural (NBO) charge in e.
Atoms and positions in Å:
C 2.3625 -0.2103 -0.1206  -0.232
C 1.0949 0.3183 -0.1436  -0.257
C 0.4208 1.6884 0.0716  0.153
C -1.2617 0.1124 -0.0888  0.579
C 0.0598 -0.6844 -0.0543  0.419
H 2.3630 -1.4138 -0.0907  0.248
H 3.2813 0.2947 -0.4879  0.215
H 0.8574 2.7355 0.3303  0.242
N -0.8901 1.4981 0.2169  -0.452
O -2.2213 -0.5513 -0.2378  -0.434
O 0.1803 -1.8799 0.3309  -0.482



9.
An isolated ion of composition C5H3NO4 and charge -2 in a non-equilibrium geometry. Source: the OMol25 dataset; level of theory: ωB97M-V with the def2-TZVPD basis set.

Properties
**Charge**: -2
**LUMO energy (alpha / beta)**: 6.84 / 6.84 eV

Last column: natural (NBO) charge in e.
Atoms and positions in Å:
C 1.0643 0.4027 0.0215  -0.566
C 0.5705 -0.7003 0.8734  0.331
C -0.7895 -0.5225 1.4263  -0.106
C -1.8570 0.3642 -0.3912  0.632
C 0.2984 1.3373 -0.6473  0.568
N -1.0829 1.2971 -0.8418  -0.686
O 1.3818 -1.6773 1.0951  -0.807
O -3.0197 -0.0133 -0.6105  -0.746
O 0.7895 2.2396 -1.3553  -0.823
O -1.4485 -1.7496 1.6751  -0.774
H 2.2058 0.6702 -0.0698  0.178
H -1.3101 2.0342 -1.4576  0.361
H -0.9075 -2.4378 1.2988  0.438



10.
An isolated ion of composition C5H3O2S2 and charge -1 in a non-equilibrium geometry. Source: the OMol25 dataset; level of theory: ωB97M-V with the def2-TZVPD basis set.

Properties
**Charge**: -1
**LUMO energy**: 3.48 eV

Last column: natural (NBO) charge in e.
Atoms and positions in Å:
C -1.5461 -0.6164 0.3895  -0.651
C -0.1008 -0.8561 0.3924  0.569
C -2.2632 0.3749 -0.1141  0.768
C 0.3799 1.3608 0.0538  -0.398
C 0.6981 -0.0030 -0.4906  -0.522
O 0.3106 -1.7259 1.0988  -0.560
O -2.7629 1.3935 -0.5043  -0.470
S 1.6730 2.1834 0.5958  -0.184
S 2.4131 -0.8151 -0.3808  -0.191
H -2.0094 -1.4996 0.8136  0.261
H 0.3417 -0.2035 -1.6110  0.250
H 2.8660 0.4069 -0.2430  0.127



11.
C5H3O3Tb as an isolated structure in a non-equilibrium geometry. Source: the OMol25 dataset; level of theory: ωB97M-V with the def2-TZVPD basis set.

Properties
**Charge**: +3
**Expectation value of S²**: 16.383
**LUMO energy (alpha / beta)**: -12.27 / -15.07 eV
**2S+1**: 8

Last column: Löwdin spin population.
Atoms and positions in Å:
C 0.1580 0.1467 -0.4010  0.985
C 0.8658 -0.5647 -1.1999  0.265
O 1.6010 -1.2472 -1.8134  0.515
C -0.9955 1.0123 -0.1780  0.145
C -0.8593 1.7706 1.0996  0.033
O -1.3912 2.8676 1.2447  0.062
C -5.0138 3.9715 3.7234  0.005
O -3.9718 4.3719 3.5036  0.056
Tb -1.7086 4.7469 2.7530  4.874
H -1.2120 1.6941 -1.0137  0.025
H -1.8924 0.3676 -0.0510  0.030
H -0.2639 1.3423 1.9244  0.004



12.
A 2-piece molecular cluster, C5H4 overall in a non-equilibrium geometry. Source: the OMol25 dataset; level of theory: ωB97M-V with the def2-TZVPD basis set.

Properties
**LUMO energy**: 0.50 eV

Last column: natural (NBO) charge in e.
Atoms and positions in Å:
C -0.9025 0.1525 -1.0128  -0.358
C 0.0039 -0.3266 0.9869  -0.260
C 1.1814 -0.0795 0.1162  -0.323
C 0.0289 0.8195 0.0703  -0.031
C -0.0177 -0.8615 -0.4127  0.006
H -1.9547 0.1328 -0.6710  0.236
H -0.6397 0.5111 -1.9132  0.214
H -0.0003 -0.4415 2.5349  0.245
H 2.3008 0.0932 0.3013  0.272



13.
One molecule with the formula C5H4 in a non-equilibrium geometry. Source: the OMol25 dataset; level of theory: ωB97M-V with the def2-TZVPD basis set.

Properties
**LUMO energy**: 0.96 eV
**Structure (SMILES)**: C#CC#CC

Last column: natural (NBO) charge in e.
Atoms and positions in Å:
C 2.0503 0.0346 -0.0003  -0.696
C 0.5923 -0.0513 -0.0950  0.099
C -0.6094 -0.0935 -0.0464  -0.118
C -1.9937 -0.0392 -0.0653  -0.074
C -3.1960 0.0271 0.0065  -0.170
H 2.4398 1.0203 -0.2403  0.243
H 2.3956 -0.2602 1.0245  0.243
H 2.5645 -0.7083 -0.6412  0.241
H -4.2433 0.0705 0.0575  0.232



14.
A 13-piece molecular cluster, C5H40N2O12 overall in a non-equilibrium geometry. Source: the OMol25 dataset; level of theory: ωB97M-V with the def2-TZVPD basis set.

Properties
**Charge**: +2
**LUMO energy**: -4.83 eV

Last column: natural (NBO) charge in e.
Atoms and positions in Å:
C -1.3687 -0.6760 -1.9010  -0.196
C -0.4490 -1.2052 -0.8888  -0.470
C -1.0869 -2.3080 -0.0262  -0.378
C 0.0479 -3.0507 0.8015  -0.415
C 0.8025 -2.0356 1.6537  -0.267
N 1.0939 -2.3791 2.9517  -0.738
N -0.8169 0.6498 -2.5347  -0.714
H -1.4715 -1.4204 -2.6913  0.207
H -2.4521 -0.3533 -1.6349  0.276
H 0.4000 -1.6199 -1.3604  0.219
H -0.2004 -0.3669 -0.1819  0.214
H -1.8897 -2.0181 0.8100  0.232
H -1.6186 -3.0083 -0.8143  0.227
H 0.6501 -3.5067 0.0249  0.217
H -0.3953 -3.8033 1.4145  0.219
H 1.6134 -1.7943 0.9363  0.241
H 0.1204 -1.1239 1.6407  0.216
H 1.5442 -3.2509 3.1171  0.434
H 0.3181 -2.0979 3.5975  0.472
H 1.9015 -1.6404 3.3563  0.494
H 0.1489 0.8575 -2.2750  0.462
H -1.4479 1.4685 -2.2893  0.473
H -0.7445 0.6197 -3.5781  0.442
H 5.1466 0.9108 -0.1237  0.486
H 4.1879 1.0477 0.9664  0.471
O 4.5664 0.3562 0.4220  -0.936
H -3.3268 1.4309 -4.0007  0.481
H -4.2625 1.3112 -2.9159  0.490
O -3.3611 1.2224 -3.0983  -0.958
H 3.5538 -0.0889 3.6027  0.487
H 2.5372 0.6846 2.7921  0.520
O 2.8033 -0.1913 3.1513  -0.952
H 3.3889 -0.2317 -2.7548  0.496
H 3.8315 0.0597 -1.2421  0.509
O 3.5695 0.4430 -2.0672  -0.991
H -4.7729 -1.1595 0.5237  0.476
H -4.7680 0.0941 -0.3214  0.466
O -4.5945 -0.8687 -0.3726  -0.937
H -1.1502 -1.1367 5.0854  0.466
H -1.5656 -0.4790 3.8810  0.491
O -0.8165 -0.7398 4.4200  -0.925
H -2.1473 4.7518 0.4786  0.473
H -2.4453 4.8464 -0.9322  0.474
O -2.1163 4.1751 -0.3748  -0.945
H -3.2435 1.3261 1.7359  0.482
H -1.7677 1.2320 1.7108  0.473
O -2.5268 0.6247 1.4049  -0.952
H 1.8215 2.3772 -0.3665  0.476
H 0.6897 3.4242 -0.2563  0.493
O 0.8983 2.5036 -0.1019  -0.967
H -0.1370 -2.6329 -5.4809  0.496
H -1.0416 -2.4627 -4.3029  0.465
O -0.1390 -2.0859 -4.5847  -0.958
H 2.2079 2.2715 5.0410  0.476
H 1.7772 3.0911 3.8651  0.485
O 2.1921 2.2592 4.1625  -0.957
H 1.9842 1.9970 -4.1372  0.481
H 2.5755 1.6608 -2.7350  0.506
O 1.7519 2.0389 -3.2022  -1.010



15.
A 14-piece molecular cluster, C5H41N2O13S overall in a non-equilibrium geometry. Source: the OMol25 dataset; level of theory: ωB97M-V with the def2-TZVPD basis set.

Properties
**Charge**: +1
**LUMO energy**: -2.45 eV

Last column: natural (NBO) charge in e.
Atoms and positions in Å:
N -1.5393 1.7735 1.2270  -0.758
C -0.6298 0.6486 1.6140  -0.077
C -1.4291 -0.6133 1.8382  -0.540
S -2.6406 -0.4730 3.2078  -0.027
C 0.4629 0.4641 0.5511  -0.235
N 1.7210 1.0953 0.9952  -0.638
C 2.9117 0.6126 0.2837  -0.224
C 2.8386 0.8292 -1.2180  -0.636
H -2.3777 1.4405 0.7316  0.453
H -1.0188 2.4493 0.5730  0.458
H -1.8030 2.2620 2.0933  0.468
H -0.1534 0.9906 2.5726  0.230
H -0.8006 -1.4675 2.0835  0.254
H -1.9939 -0.9259 0.9467  0.241
H -1.7986 -0.2624 4.2318  0.133
H 0.1644 0.9297 -0.3944  0.218
H 0.6014 -0.6179 0.3141  0.197
H 1.8534 0.9233 2.0110  0.385
H 3.1052 -0.4305 0.5107  0.192
H 3.7901 1.1615 0.6664  0.204
H 2.5770 1.8634 -1.5003  0.232
H 3.7781 0.6478 -1.7087  0.229
H 2.1322 0.1496 -1.6817  0.201
H -2.4873 -1.6747 -2.6260  0.512
H -3.8632 -1.2302 -3.2567  0.499
O -3.1353 -0.9478 -2.6954  -0.992
H -1.5997 3.4706 4.5973  0.487
H -0.3163 3.5297 3.6939  0.507
O -1.1410 3.0145 3.8861  -1.019
H 1.3261 4.2431 2.4229  0.510
H 1.7680 4.5366 3.8801  0.485
O 0.9960 4.5105 3.3044  -0.978
H -1.4396 -4.1423 -1.4826  0.496
H -1.7881 -5.4956 -0.9789  0.493
O -1.2815 -4.7165 -0.7154  -0.956
H 0.1328 1.5187 -2.9724  0.518
H 0.3972 2.9538 -3.4537  0.487
O 0.5094 2.3920 -2.6803  -0.994
H 1.5047 -3.8847 -1.4999  0.515
H 2.2478 -3.1311 -2.6813  0.496
O 1.4237 -3.5545 -2.4182  -0.995
H -0.1178 -2.9510 -2.7472  0.528
H -1.0943 -2.9301 -3.9569  0.501
O -1.0296 -2.6780 -3.0286  -1.026
H 0.2948 -4.7911 -0.0997  0.520
H 1.6026 -5.6271 -0.0047  0.495
O 1.2775 -4.7195 0.0445  -0.989
H -0.1585 3.1339 -1.2667  0.512
H 0.3251 3.7590 0.0651  0.506
O -0.4987 3.5193 -0.4180  -0.987
H -4.3910 1.0589 -0.5817  0.488
H -3.5041 -0.1235 -1.1916  0.510
O -3.6896 0.4272 -0.4115  -1.004
H -0.5564 -0.9211 -3.2343  0.494
H -1.6412 0.1060 -3.4185  0.498
O -0.6785 0.0428 -3.4570  -0.996
H 1.6930 -4.3062 3.1385  0.470
H 1.4152 -4.0693 1.6221  0.488
O 1.3640 -3.6551 2.5125  -0.987
H 1.8719 2.5499 0.8902  0.479
H 2.6496 3.7910 0.3864  0.488
O 1.8611 3.5415 0.8846  -1.020



Number 1: E_tot -356.422528 a.u.. Number 2: E_tot -356.485552 a.u.. Number 3: E_tot -322.255739 a.u.. Number 4: E_tot -322.124288 a.u.. Number 5: E_tot -322.180460 a.u.. Number 6: E_tot -397.494189 a.u.. Number 7: E_tot -397.396996 a.u.. Number 8: E_tot -397.453932 a.u.. Number 9: E_tot -547.900985 a.u.. Number 10: E_tot -1139.109475 a.u.. Number 11: E_tot -1241.081849 a.u.. Number 12: E_tot -192.600378 a.u.. Number 13: E_tot -192.793651 a.u.. Number 14: E_tot -1226.272672 a.u.. Number 15: E_tot -1700.791774 a.u..